Entry from the OMol25 dataset: a cluster of 7 separate species, C56H120N6O8 in total (ωB97M-V/def2-TZVPD).

Atoms and positions in Å:
C 5.84 -23.40 -24.12
C 5.97 -24.34 -22.90
C 5.60 -23.54 -21.57
C 4.86 -25.38 -23.21
C 5.26 -26.31 -24.34
C 6.54 -26.96 -24.03
C 7.77 -26.01 -23.73
C 8.74 -26.90 -22.96
C 8.52 -25.39 -24.95
N 7.30 -24.99 -22.77
O 8.37 -24.02 -22.36
H 6.77 -22.87 -23.96
H 5.85 -23.89 -25.10
H 5.01 -22.69 -24.04
H 4.62 -23.07 -21.66
H 5.41 -24.32 -20.83
H 6.41 -22.92 -21.19
H 4.52 -25.87 -22.29
H 4.03 -24.92 -23.74
H 4.47 -27.05 -24.24
H 5.15 -25.86 -25.33
H 6.78 -27.56 -24.91
H 6.28 -27.64 -23.22
H 8.24 -27.28 -22.08
H 9.47 -26.32 -22.39
H 9.14 -27.65 -23.65
H 9.26 -24.63 -24.68
H 7.90 -24.96 -25.74
H 9.05 -26.17 -25.49
H 8.51 -23.41 -23.09
C -0.73 -20.71 -19.84
C -0.84 -19.15 -19.54
C 0.58 -18.60 -18.98
C -1.03 -18.28 -20.76
C -2.33 -18.33 -21.51
C -3.42 -17.90 -20.59
C -3.49 -18.64 -19.23
C -4.19 -17.68 -18.39
C -4.14 -20.05 -19.45
N -2.04 -18.79 -18.69
O -1.93 -19.41 -17.45
H -1.34 -20.97 -20.71
H 0.26 -20.94 -20.25
H -1.06 -21.47 -19.13
H 1.37 -18.89 -19.66
H 0.69 -17.53 -18.81
H 0.71 -19.18 -18.06
H -0.82 -17.25 -20.47
H -0.37 -18.62 -21.56
H -2.24 -17.81 -22.46
H -2.52 -19.35 -21.84
H -4.32 -18.21 -21.11
H -3.43 -16.81 -20.63
H -5.09 -17.25 -18.81
H -3.47 -16.89 -18.17
H -4.41 -18.13 -17.42
H -3.43 -20.63 -20.03
H -5.15 -19.99 -19.86
H -4.17 -20.50 -18.46
H -2.06 -18.65 -16.88
C 3.15 -14.07 -26.96
C 4.70 -14.24 -27.07
C 5.25 -13.62 -28.33
C 5.22 -13.24 -25.94
C 6.68 -13.47 -25.68
C 6.89 -14.88 -25.22
C 6.54 -15.90 -26.28
C 7.68 -15.90 -27.40
C 6.38 -17.26 -25.57
N 5.16 -15.64 -26.82
O 4.61 -16.56 -27.82
H 2.47 -14.84 -27.33
H 2.90 -13.72 -25.96
H 2.83 -13.26 -27.61
H 6.33 -13.60 -28.46
H 4.91 -14.23 -29.17
H 4.68 -12.72 -28.58
H 5.01 -12.19 -26.14
H 4.81 -13.34 -24.93
H 7.41 -13.29 -26.47
H 6.97 -12.83 -24.84
H 6.32 -14.98 -24.31
H 7.93 -15.12 -25.00
H 7.76 -15.13 -28.17
H 7.26 -16.58 -28.14
H 8.58 -16.28 -26.93
H 7.25 -17.70 -25.07
H 6.06 -17.98 -26.33
H 5.75 -17.25 -24.68
H 5.10 -16.38 -28.62
C 7.80 -21.76 -16.71
C 6.30 -21.70 -16.97
C 6.04 -21.42 -18.44
C 5.80 -23.12 -16.62
C 4.31 -23.19 -16.66
C 3.70 -22.16 -15.78
C 4.20 -20.70 -15.91
C 3.49 -20.07 -17.14
C 3.86 -19.94 -14.63
N 5.65 -20.67 -16.05
O 6.27 -19.37 -16.01
H 8.29 -22.40 -17.45
H 8.40 -20.85 -16.72
H 7.91 -22.16 -15.71
H 6.63 -21.94 -19.19
H 5.08 -21.64 -18.91
H 6.17 -20.36 -18.65
H 6.10 -23.72 -17.48
H 6.29 -23.56 -15.75
H 3.98 -23.07 -17.70
H 3.95 -24.19 -16.44
H 3.57 -22.62 -14.80
H 2.69 -22.14 -16.18
H 3.61 -20.53 -18.12
H 3.76 -19.03 -17.33
H 2.42 -20.21 -17.06
H 2.84 -20.03 -14.26
H 3.94 -18.91 -14.99
H 4.55 -20.00 -13.79
H 7.05 -19.59 -15.49
C 3.20 -20.89 -24.88
C 3.09 -20.94 -26.35
C 4.15 -19.93 -27.10
C 3.56 -22.35 -26.77
C 2.44 -23.45 -26.66
C 1.06 -23.00 -27.24
C 0.61 -21.59 -26.79
C -0.56 -21.18 -27.75
C 0.10 -21.74 -25.38
N 1.70 -20.61 -26.87
O 1.33 -19.27 -26.70
H 2.61 -20.07 -24.47
H 2.98 -21.84 -24.39
H 4.15 -20.52 -24.49
H 3.88 -18.88 -27.00
H 5.12 -20.03 -26.59
H 4.37 -20.20 -28.13
H 3.77 -22.38 -27.84
H 4.42 -22.74 -26.23
H 2.81 -24.21 -27.35
H 2.41 -23.92 -25.68
H 0.35 -23.75 -26.88
H 1.04 -23.14 -28.32
H -0.06 -20.89 -28.67
H -1.27 -20.49 -27.29
H -1.25 -22.00 -27.94
H 0.07 -20.89 -24.69
H 0.62 -22.46 -24.75
H -0.92 -22.12 -25.35
H 1.20 -19.02 -27.62
C 11.03 -14.95 -18.84
C 11.94 -15.46 -20.00
C 13.17 -14.59 -20.06
C 12.42 -16.89 -19.69
C 11.33 -17.84 -19.96
C 10.94 -17.75 -21.37
C 10.41 -16.35 -21.82
C 10.27 -16.26 -23.29
C 8.98 -16.27 -21.16
N 11.29 -15.30 -21.31
O 10.91 -13.98 -21.65
H 10.17 -15.58 -18.63
H 11.61 -14.79 -17.93
H 10.66 -13.95 -19.06
H 13.83 -14.79 -19.22
H 13.54 -14.42 -21.07
H 12.89 -13.54 -19.98
H 13.41 -17.27 -19.94
H 12.55 -17.02 -18.62
H 11.66 -18.87 -19.79
H 10.55 -17.78 -19.19
H 10.16 -18.49 -21.50
H 11.64 -18.04 -22.16
H 11.08 -15.78 -23.83
H 9.41 -15.61 -23.45
H 10.27 -17.27 -23.71
H 8.44 -15.33 -21.30
H 8.95 -16.42 -20.08
H 8.45 -17.06 -21.68
H 11.74 -13.50 -21.75
O 6.70 -18.85 -22.47
C 5.31 -18.57 -21.99
C 4.72 -19.95 -21.61
O 3.35 -19.88 -21.18
H 6.92 -18.07 -22.98
H 5.16 -17.90 -21.15
H 4.78 -18.02 -22.76
H 5.26 -20.24 -20.71
H 4.85 -20.78 -22.30
H 3.24 -19.12 -20.61

Values from the calculation:
LUMO energy, eV: 0.5
Energy relative to the best compared isomer or geometry (same formula, charge and spin), kJ/mol: 417.8
Orbital gap, eV: 8.30

Mulliken atomic charge list, values in e, 5 entries: C -0.97; C 2.02; C -2.67; C -0.93; C -0.73



Entry from the OMol25 dataset: a structure of composition C30H34Br2FMoN8O4STe (ωB97M-V/def2-TZVPD).

Atoms and positions in Å:
Mo -0.46 -0.87 -2.61
C 2.24 -6.60 -2.67
C 0.93 -6.01 -2.40
N -0.12 -6.57 -1.88
N -1.07 -5.61 -1.82
C -0.62 -4.42 -2.26
S -1.60 -3.00 -2.31
N 0.65 -4.68 -2.64
N 1.52 -3.73 -3.25
H 2.16 -7.63 -2.34
H 3.03 -6.07 -2.12
H 2.46 -6.64 -3.74
H -1.87 -5.70 -1.22
H 2.23 -3.40 -2.64
H 1.81 -4.06 -4.17
Br -5.08 0.51 -3.97
C -3.51 1.51 -4.05
C -3.55 2.78 -4.64
C -2.44 3.54 -4.77
Br -2.54 5.23 -5.53
C -1.18 3.07 -4.32
C 0.05 3.78 -4.24
C 1.11 3.17 -3.63
C 1.06 1.88 -3.12
N -0.05 1.21 -3.16
C -1.16 1.78 -3.74
C -2.35 1.02 -3.59
O -2.25 -0.18 -2.96
H -4.55 3.12 -4.98
H 0.00 4.82 -4.58
H 2.02 3.73 -3.52
H 1.91 1.38 -2.74
C 4.21 1.02 3.50
C 3.33 -0.19 3.42
N 2.30 -0.11 2.35
C 2.53 -0.71 1.20
C 1.66 -0.61 0.12
C 2.03 -1.37 -1.08
O 2.92 -2.22 -1.17
O 1.41 -0.92 -2.15
C 0.37 -0.06 0.25
O -0.59 -0.12 -0.58
C 0.10 0.60 1.51
C -1.20 1.05 1.80
C -1.46 1.56 3.02
F -2.62 2.13 3.30
C -0.53 1.58 4.06
C 0.70 1.03 3.79
C 1.07 0.53 2.54
N -0.78 2.06 5.39
C -0.06 3.28 5.69
C 0.00 3.49 7.19
N -1.37 3.45 7.82
C -2.07 2.18 7.45
C -2.12 2.04 5.96
H 4.90 0.85 4.33
H 3.62 1.92 3.66
H 4.81 1.14 2.60
H 2.82 -0.39 4.40
H 3.87 -1.08 3.17
H 3.42 -1.30 1.13
H -1.93 1.08 1.00
H 1.40 1.03 4.62
H -0.64 4.11 5.24
H 0.92 3.24 5.24
H 0.44 4.44 7.46
H 0.56 2.70 7.69
H -1.94 4.30 7.63
H -1.28 3.48 8.84
H -3.08 2.15 7.88
H -1.52 1.37 7.94
H -2.78 2.85 5.60
H -2.64 1.09 5.77
C 0.18 -3.14 -6.08
Te -0.23 -1.13 -5.60
C -2.34 -1.29 -5.95
H -0.26 -3.82 -5.36
H 1.28 -3.21 -6.07
H -0.15 -3.50 -7.07
H -2.55 -1.28 -6.99
H -2.80 -0.44 -5.44
H -2.70 -2.22 -5.43

Values from the calculation:
LUMO energy (spin up / spin down), eV: -8.2 / -8.0
Charge: +3
Energy relative to the best compared isomer or geometry (same formula, charge and spin), kJ/mol: 18.3
Orbital gap (spin up / spin down), eV: 6.33 / 6.65
Spin multiplicity: 3

Mulliken atomic charge list, values in e, 5 entries: Mo 0.61; C -1.22; C 0.90; N -0.77; N 0.22



Entry from the OMol25 dataset: a cluster of 2 separate species, C4H3N in total (ωB97M-V/def2-TZVPD).

Atoms and positions in Å:
C 3.30 0.11 -0.18
C 2.16 0.45 -0.13
C -0.82 0.39 -0.22
C -2.07 -0.33 0.05
N -1.70 1.23 -0.09
H 4.21 -0.39 0.11
H -2.79 -0.81 -0.57
H -2.29 -0.66 1.03

Values from the calculation:
LUMO energy (spin up / spin down), eV: -1.9 / -2.3
Energy relative to the best compared isomer or geometry (same formula, charge and spin), kJ/mol: 749.7
Orbital gap (spin up / spin down), eV: 9.10 / 7.62

Mulliken atomic charge list, values in e, 5 entries: C -0.12; C -0.24; C 0.14; C -0.28; N -0.25